{"formula": "C54H120Br12N6O4", "method": "ωB97M-V with the def2-TZVPD basis set", "e_above_lowest_ev": 0.000, "mol_weight_g_mol": 1876.440, "charge": 2, "homo_lumo_gap_ev": 6.89, "total_energy_ev": -915568.427, "lumo_energy_ev": -4.10, "species": ["C", "C", "C", "O", "C", "N", "H", "H", "H", "H", "H", "H", "H", "H", "H", "H", "H", "H", "C", "C", "C", "O", "C", "N", "H", "H", "H", "H", "H", "H", "H", "H", "H", "H", "H", "H", "C", "C", "C", "N", "C", "C", "C", "C", "C", "H", "H", "H", "H", "H", "H", "H", "H", "H", "H", "H", "H", "H", "H", "H", "H", "H", "H", "C", "C", "C", "N", "C", "C", "C", "C", "C", "H", "H", "H", "H", "H", "H", "H", "H", "H", "H", "H", "H", "H", "H", "H", "H", "H", "H", "C", "C", "C", "C", "C", "C", "N", "O", "C", "C", "C", "H", "H", "H", "H", "H", "H", "H", "H", "H", "H", "H", "H", "H", "H", "H", "H", "H", "H", "C", "C", "C", "C", "C", "C", "N", "O", "C", "C", "C", "H", "H", "H", "H", "H", "H", "H", "H", "H", "H", "H", "H", "H", "H", "H", "H", "H", "H", "Br", "C", "C", "Br", "H", "H", "H", "H", "Br", "C", "C", "Br", "H", "H", "H", "H", "Br", "C", "C", "Br", "H", "H", "H", "H", "Br", "C", "C", "Br", "H", "H", "H", "H", "Br", "C", "C", "Br", "H", "H", "H", "H", "Br", "C", "C", "Br", "H", "H", "H", "H"], "positions_angstrom": [[1.1707, -1.9823, 5.4483], [0.7236, -2.2475, 3.9851], [-0.4744, -3.2193, 3.8521], [-0.2443, -4.5907, 4.3164], [0.3233, -5.4925, 3.4283], [0.5141, -1.1214, 3.1669], [-0.4742, -0.8804, 3.1126], [0.9920, -0.3037, 3.5163], [0.3788, -1.3300, 1.2506], [1.3163, -2.9328, 5.9610], [0.4006, -1.3552, 5.9004], [2.0758, -1.3852, 5.3843], [1.5464, -2.8017, 3.5572], [-0.8306, -3.3564, 2.8462], [-1.3304, -2.9410, 4.4724], [1.3322, -5.1752, 3.0881], [-0.2885, -5.7826, 2.5488], [0.5057, -6.4149, 4.0242], [1.0651, -4.3999, -0.3702], [0.4603, -3.9398, -1.6586], [-1.0012, -3.9166, -1.5610], [-1.3865, -3.4545, -2.8108], [-2.7335, -3.8679, -3.0600], [1.1377, -2.7637, -2.0673], [0.9915, -2.4473, -3.0918], [0.9364, -2.0265, -1.4220], [2.2623, -2.8414, -2.3152], [0.6040, -5.3256, -0.0269], [1.0143, -3.6439, 0.3977], [2.1307, -4.5812, -0.4901], [0.6476, -4.7721, -2.3626], [-1.4010, -3.2195, -0.7841], [-1.3534, -4.9389, -1.3402], [-3.1036, -3.4350, -4.0057], [-3.4029, -3.5373, -2.2388], [-2.7720, -4.9826, -3.0475], [5.0257, 2.1307, -1.3136], [4.5979, 0.9557, -0.4209], [5.1750, -0.3370, -0.9602], [5.2887, -1.5543, 0.0165], [3.9090, -2.0026, 0.4514], [6.1326, -1.2112, 1.2565], [6.5890, -2.6089, 1.7309], [6.8407, -3.4193, 0.4474], [6.0208, -2.7092, -0.6137], [6.1253, 2.1642, -1.3669], [4.6756, 3.0603, -0.8509], [4.6058, 2.0072, -2.3036], [3.5189, 0.8741, -0.2360], [5.0400, 1.1732, 0.5544], [6.2090, -0.1367, -1.2478], [4.5316, -0.7712, -1.7455], [4.0727, -2.8285, 1.1348], [3.4703, -2.2974, -0.4993], [3.3532, -1.1867, 0.9250], [5.5152, -0.7264, 1.9965], [7.0263, -0.6513, 0.9516], [5.8049, -2.9554, 2.4147], [7.5233, -2.5533, 2.2811], [6.5930, -4.4703, 0.6062], [7.8975, -3.2392, 0.2164], [5.2890, -3.3644, -1.0855], [6.6506, -2.2718, -1.4001], [-1.3293, 6.1928, 2.0914], [-0.6693, 5.3993, 3.2071], [-1.6695, 4.8674, 4.2507], [-1.1706, 4.5689, 5.6575], [-0.1706, 3.4417, 5.5737], [-2.2888, 4.2666, 6.5509], [-1.7420, 4.4497, 7.9971], [-0.7082, 5.6372, 7.8383], [-0.5067, 5.7812, 6.3276], [-2.0304, 5.5502, 1.5481], [-0.5312, 6.4836, 1.4044], [-1.7945, 7.1141, 2.3948], [0.0276, 6.0771, 3.6770], [-0.0992, 4.5555, 2.8106], [-2.1656, 3.9999, 3.8028], [-2.4220, 5.6263, 4.4232], [-0.6952, 2.5940, 5.0938], [0.1342, 3.2391, 6.6020], [0.7454, 3.6975, 5.0582], [-2.7294, 3.2800, 6.3634], [-3.0831, 5.0094, 6.3674], [-1.2111, 3.6105, 8.4036], [-2.5866, 4.6525, 8.6533], [0.2208, 5.4132, 8.3595], [-1.1231, 6.5351, 8.2677], [0.5399, 5.8708, 5.9689], [-1.0161, 6.6383, 5.8733], [0.5371, 1.1335, -0.9521], [-0.1333, 1.2515, 0.4327], [-1.0437, 2.4429, 0.3024], [-2.1586, 2.3354, 1.2966], [-2.9569, 1.0652, 0.9633], [-2.1929, -0.1874, 0.5649], [-0.7818, -0.0143, 0.8699], [-0.0140, -1.1367, 0.4059], [-2.5232, -0.3062, -0.9758], [-2.8170, -1.3249, 1.3754], [0.9768, 1.7125, 1.3460], [-0.1539, 0.8068, -1.7790], [1.4590, 0.5538, -1.0252], [0.8020, 2.1345, -1.3133], [-1.4311, 2.4758, -0.7415], [-0.4500, 3.3332, 0.4701], [-2.9445, 3.0976, 1.2474], [-1.8435, 2.2984, 2.3351], [-3.7008, 1.3398, 0.2310], [-3.5147, 0.8127, 1.8681], [-2.0387, -1.1760, -1.4359], [-2.0932, 0.5633, -1.5161], [-3.5995, -0.3568, -1.1718], [-3.9014, -1.3625, 1.3133], [-2.6057, -1.0344, 2.4341], [-2.4912, -2.3799, 1.2253], [1.5670, 0.9190, 1.7705], [0.5130, 2.2494, 2.1819], [1.6623, 2.4170, 0.8446], [2.7119, -4.5014, -4.5464], [3.3835, -3.2371, -5.0272], [2.7689, -2.9726, -6.4248], [3.0930, -1.5851, -7.0040], [2.7099, -0.5488, -5.9217], [3.3167, -0.7629, -4.5073], [2.9926, -2.1406, -4.0729], [3.5312, -2.3985, -2.7134], [2.5395, 0.2520, -3.6624], [4.8075, -0.4306, -4.4731], [4.8753, -3.4718, -5.0392], [1.6173, -4.4697, -4.5969], [3.0468, -4.7849, -3.5511], [3.0157, -5.3395, -5.1700], [1.6672, -3.0128, -6.3319], [3.0819, -3.7072, -7.1703], [2.6205, -1.3097, -7.9565], [4.1887, -1.4803, -7.1259], [1.6268, -0.4852, -6.0199], [3.0888, 0.4105, -6.3215], [1.4631, 0.1347, -3.7723], [2.7840, 1.2245, -4.1415], [2.7795, 0.3294, -2.5920], [5.2078, -0.5176, -5.4819], [5.4059, -1.1389, -3.9179], [5.1328, 0.5659, -4.1558], [5.4022, -3.4828, -4.1052], [5.4081, -2.8466, -5.7439], [5.0451, -4.4975, -5.3954], [-2.9481, 5.3710, -1.0804], [-3.3017, 4.5163, -2.7841], [-4.6419, 4.0195, -2.9521], [-5.0907, 2.5430, -1.7504], [-2.5118, 3.7569, -2.9201], [-3.0833, 5.2866, -3.5333], [-4.8079, 3.6668, -3.9656], [-5.3432, 4.8262, -2.7569], [-6.9849, -3.5262, -2.6692], [-7.5944, -2.0342, -3.7815], [-6.3759, -1.1703, -3.8309], [-6.8454, 0.3595, -4.9681], [-8.4356, -1.5447, -3.3031], [-7.8703, -2.3472, -4.7779], [-5.5221, -1.6483, -4.3128], [-6.0558, -0.7395, -2.8854], [-1.2114, -0.7937, -4.3487], [-1.0898, 1.0104, -5.0845], [-2.5535, 1.4505, -5.2892], [-2.3646, 3.2174, -6.0470], [-0.4974, 0.8988, -5.9986], [-0.5173, 1.5757, -4.3317], [-3.0494, 1.4437, -4.3185], [-3.0777, 0.7880, -5.9767], [-6.5862, -0.0215, 0.7048], [-8.1509, 1.1073, 0.2363], [-8.5857, 0.7478, -1.2355], [-10.0909, 1.9408, -1.5040], [-7.7823, 2.1195, 0.4214], [-8.8885, 0.8290, 0.9825], [-8.9137, -0.2974, -1.3088], [-7.8043, 0.9415, -1.9644], [-5.0557, -5.6339, 4.4875], [-4.2713, -4.0109, 3.7928], [-5.0698, -2.8248, 4.2250], [-6.7211, -2.6299, 3.2169], [-4.1746, -4.0327, 2.6945], [-3.2796, -3.9891, 4.2816], [-4.5297, -1.8683, 4.1385], [-5.3277, -3.0062, 5.2672], [2.9452, 6.4845, 3.3650], [3.1212, 4.6492, 2.8068], [3.6486, 4.6098, 1.4284], [2.3711, 5.1096, 0.0292], [2.1359, 4.1782, 2.8488], [3.7703, 4.1477, 3.5003], [3.9363, 3.5667, 1.2035], [4.4981, 5.2830, 1.3127]]}